ORCA calculation (wB97M-V/def2-TZVPD) on a 2-piece molecular cluster, C3H7NO2 overall in a non-equilibrium geometry.

Structure (XYZ):
```
13
Properties=species:S:1:pos:R:3:forces:R:3
C 1.80072 0.72253 0.67972 -0.3 0.0 -0.2
C 1.10065 0.52236 -0.43624 0.5 -2.7 0.0
C 0.25246 -0.87865 -0.56185 1.8 1.7 0.3
O 0.04336 -1.58974 0.38858 0.1 -0.1 -0.1
H 2.63332 1.40912 0.73344 -0.1 0.3 0.0
H 1.57700 0.15145 1.57134 0.0 -0.1 0.0
H 1.44864 0.92896 -1.37974 -0.3 0.3 -0.1
H 0.21329 -1.19382 -1.61393 -0.3 -0.2 0.1
N -2.25071 -0.04798 0.49457 0.3 0.4 0.4
O -1.46311 0.29653 -0.64367 1.8 2.1 0.2
H -3.02545 -0.58740 0.11206 0.2 0.2 -0.2
H -1.68044 -0.71279 1.03128 0.0 0.0 -0.2
H -0.64974 0.97942 -0.37556 -3.5 -1.9 -0.3
```
Positions in Å, forces in eV/Å.

Results
HOMO level ... -9.529 eV
Structure (SMILES) ... C=CC=O.NO
Molecular weight ... 89.09 u

Calculated atomic charges, method natural (NBO), unit e:
1. C -0.279
2. C -0.421
3. C 0.443
4. O -0.618
5. H 0.203
6. H 0.212
7. H 0.217
8. H 0.134
9. N -0.515
10. O -0.576
11. H 0.345
12. H 0.353
13. H 0.504